(1)
{
  "formula": "C30H51NNdP2",
  "method": "the ωB97M-V functional and the def2-TZVPD basis",
  "e_tot_ha": -2472.2896,
  "gap_ev": [6.17, 6.25],
  "de_lowest_kj_mol": 0.0,
  "molar_mass_da": 631.933,
  "spin_multiplicity": 4,
  "charge": 1,
  "species": ["H", "H", "H", "H", "C", "C", "H", "C", "H", "C", "H", "C", "C", "H", "H", "H", "H", "H", "Nd", "H", "H", "C", "H", "C", "H", "H", "H", "H", "C", "H", "H", "H", "H", "C", "H", "C", "H", "H", "C", "H", "H", "C", "H", "H", "H", "H", "H", "H", "H", "H", "C", "P", "H", "H", "H", "C", "H", "H", "P", "C", "H", "C", "H", "H", "C", "C", "C", "C", "C", "C", "C", "H", "N", "C", "C", "H", "H", "H", "C", "C", "C", "H", "H", "C", "H"],
  "xyz": [[3.29943, 3.96672, -1.56661], [4.62928, 1.85633, 2.38967], [-2.54025, -5.59325, -0.80361], [-1.08585, -4.85189, -1.49283], [-3.87045, -0.38331, -2.62134], [5.72749, 3.23896, -0.07155], [-3.08114, 3.64313, -0.92093], [3.90962, 2.54041, 1.91867], [7.66559, 2.72693, -0.91273], [-2.98733, -1.33909, 3.36032], [0.44164, 2.42217, 1.85595], [0.24542, 0.81122, -1.22789], [-5.45917, -1.14650, -0.05043], [-1.34070, -1.49101, -3.41828], [-5.00728, -1.10207, 2.72244], [-3.49698, 1.81781, 0.84897], [-4.99148, -3.21743, 1.69604], [-6.36808, -1.60386, -0.48264], [-1.05006, -1.96676, 0.37579], [5.93281, 3.75949, 0.88052], [0.05503, 3.23189, 0.33587], [7.74611, -0.09823, -1.49183], [-5.56892, -1.18427, 1.03815], [-4.22428, -1.81852, -0.51518], [-0.82395, -2.97854, 5.24567], [0.79622, -2.07166, 1.99127], [-0.66290, -3.01505, -2.86391], [2.89672, 2.25925, 2.23568], [-4.14706, -0.50011, 3.04553], [6.32461, 1.00120, -3.88210], [7.65300, -0.91759, -2.20745], [5.63810, 3.99520, -0.87072], [-2.98351, 0.20668, -2.87841], [-0.64786, 1.45893, -2.00390], [-1.55327, 3.17515, -2.76067], [-1.40589, -2.50298, 4.47517], [-0.68063, 3.51097, -1.29141], [-0.97181, 0.95621, -2.92409], [3.06147, 3.79849, -0.50659], [-3.19027, -1.66068, 5.50686], [4.13215, 3.57256, 2.22245], [-1.85892, -4.73478, -0.71617], [-2.05199, -3.01494, -3.95390], [-4.58367, 0.31446, -2.15982], [7.20310, 1.77005, 0.53384], [-0.03956, -3.72429, 1.61628], [-1.53590, 1.23551, 2.02362], [0.87638, -3.44511, 3.08679], [-4.49912, 0.01630, 3.95585], [0.95601, 0.33125, 0.80626], [-2.65430, 2.63767, -0.98873], [6.16951, 0.84283, -1.48286], [0.67826, -0.11180, -1.64693], [-3.41524, -3.95931, 1.96695], [7.92108, -0.52673, -0.50070], [-4.17532, -3.75962, 1.19642], [-3.90782, 0.27264, 2.29817], [1.98674, 3.59458, -0.43115], [4.06467, 2.36604, 0.08844], [-2.53283, 2.06579, 0.38054], [8.60037, 0.52774, -1.76941], [-2.64252, -3.47103, -0.87972], [-4.32341, -0.71999, -3.56371], [-3.35414, 2.00134, -1.55261], [-3.64231, -2.99805, 0.04145], [-3.53114, -1.50404, -1.71133], [-2.62166, -1.82541, 4.60821], [-0.01473, 2.27304, 0.86011], [-1.60465, -2.50450, -3.08954], [6.82785, 2.22824, -0.39594], [-2.52444, -2.48192, -1.92238], [5.59067, 2.46824, -3.21281], [-2.02770, -1.72423, 2.42899], [0.80960, 1.20109, 0.11481], [-1.05843, -2.45485, 3.11845], [7.35725, 2.23566, -3.11994], [1.84242, 1.60849, -0.01491], [-4.57524, -4.73898, 0.88429], [6.38749, 1.73498, -3.07558], [0.17288, -2.92867, 2.41747], [-1.44237, 1.85351, 1.11390], [-5.46148, -0.07781, -0.31044], [3.30457, 4.70018, 0.07139], [-1.31621, 2.76270, -1.77013], [-1.36927, -4.84318, 0.27655]],
  "forces_ev_per_a": [[-0.1, 0.0, 0.3], [-0.2, 0.2, -0.1], [0.3, 0.0, 0.1], [-0.2, 0.0, 0.2], [-0.1, 0.6, -0.3], [-0.3, -0.1, 0.0], [-0.2, -0.1, -0.1], [-0.2, 0.0, 0.0], [-0.1, -0.3, 0.3], [1.5, -0.8, 0.3], [-0.1, 0.0, -0.5], [-0.2, -0.5, -0.2], [-0.6, 0.5, 0.4], [-0.1, -0.2, 0.0], [0.3, 0.2, 0.0], [0.4, -0.2, -0.3], [0.3, -0.2, -0.2], [0.4, 0.2, 0.1], [-3.6, 1.3, -1.2], [-0.1, 0.0, -0.5], [0.0, -0.3, 0.3], [0.1, -0.2, -0.2], [0.0, -0.1, -0.5], [1.1, -0.6, 0.0], [0.0, -0.1, 0.1], [-0.2, -0.8, 0.3], [0.0, -0.1, -0.1], [0.2, 0.1, 0.1], [-0.9, 0.6, 0.1], [0.0, 0.1, -0.1], [0.2, 0.0, 0.0], [0.0, -0.3, 0.3], [-0.1, -0.1, -0.1], [0.5, -1.0, 0.4], [0.0, 0.0, 0.2], [0.9, -0.6, -1.2], [-0.1, -0.3, -0.2], [0.4, 0.1, 0.3], [-0.2, 0.2, 0.1], [0.0, 0.0, 0.1], [-0.1, -0.3, 0.1], [0.1, -0.3, -0.3], [0.2, 0.1, 0.1], [0.2, -0.3, -0.1], [0.0, 0.1, -0.3], [0.6, 0.6, 0.8], [-0.3, 0.6, -0.1], [-0.4, 0.2, -0.1], [0.3, -0.2, -0.3], [-0.2, 0.2, -0.5], [0.5, 0.3, -0.3], [1.2, 0.3, 0.2], [-0.2, 0.2, 0.0], [-0.2, 0.0, -0.1], [0.0, 0.0, -0.1], [-0.3, -0.5, 0.7], [-0.2, -0.4, 0.1], [0.2, 0.2, 0.0], [0.3, 1.0, 0.2], [-0.5, -0.3, 0.5], [-0.1, -0.1, 0.0], [0.0, 1.2, 0.3], [0.1, 0.0, 0.2], [0.2, 0.4, 0.2], [0.1, 0.2, -1.0], [0.5, -0.3, 0.8], [-0.4, 0.5, -0.7], [0.1, -0.2, 0.3], [0.2, 0.0, -0.5], [-0.2, -0.2, 0.0], [-0.1, -0.2, 0.7], [0.0, 0.0, -0.1], [0.2, 0.3, -0.1], [0.3, 0.8, 0.3], [-0.7, 0.4, 1.4], [0.0, 0.0, 0.0], [-0.7, -0.7, 0.0], [0.1, 0.3, 0.0], [-0.2, -0.2, -0.1], [1.0, -0.6, -0.1], [0.3, -0.6, 0.4], [-0.1, -0.3, 0.0], [-0.1, -0.1, -0.2], [-0.7, 0.7, -0.2], [-0.1, 0.0, -0.2]]
}

(2)
{
  "formula": "CH2ClNO3S2",
  "method": "the ωB97M-V functional and the def2-TZVPD basis",
  "e_tot_ha": -1576.1306,
  "gap_ev": 9.05,
  "de_lowest_kj_mol": 229.5,
  "molar_mass_da": 175.618,
  "spin_multiplicity": 1,
  "charge": 0,
  "species": ["O", "O", "S", "N", "H", "O", "H", "S", "C", "Cl"],
  "xyz": [[-1.49455, 2.26097, -0.84356], [-2.39155, 0.27974, -0.76515], [-2.79123, 1.84324, -0.00795], [-0.56405, 0.64530, -2.61607], [1.18205, 0.63137, -0.49843], [-2.59377, 1.85805, 1.40772], [0.06571, -0.13559, 0.91912], [-0.91253, 0.78401, -1.17005], [0.21600, 0.27773, -0.17890], [-1.15716, 1.74941, -3.82704]],
  "forces_ev_per_a": [[0.3, 2.5, 0.1], [0.4, 0.5, 1.3], [-2.3, -0.4, -0.2], [0.6, 0.3, -1.5], [0.2, -0.3, 0.0], [0.6, -0.3, -0.4], [-0.1, 1.0, -2.8], [0.6, -2.2, 0.6], [-0.4, -0.9, 2.1], [0.0, -0.3, 0.8]]
}

(3)
{
  "formula": "C3H6NPS",
  "method": "the ωB97M-V functional and the def2-TZVPD basis",
  "e_tot_ha": -912.1474,
  "gap_ev": 9.98,
  "de_lowest_kj_mol": 112.0,
  "molar_mass_da": 119.129,
  "smiles": "CCSPC#N",
  "spin_multiplicity": 1,
  "charge": 0,
  "species": ["H", "H", "H", "N", "H", "H", "H", "C", "P", "C", "C", "S"],
  "xyz": [[2.20623, 0.05789, 1.05473], [0.84892, -2.14352, 0.06959], [0.77239, 0.97456, 0.44236], [-3.65697, 1.98058, -1.26932], [-0.04327, -1.17881, 1.26046], [-3.45532, -0.86508, 0.17416], [1.93564, 0.18858, -0.70323], [-3.33816, 1.16511, -0.54402], [-2.30882, -0.18179, 0.59647], [0.50429, -1.10840, 0.36759], [1.37592, 0.11809, 0.19563], [-0.91470, -0.99974, -0.76896]],
  "forces_ev_per_a": [[-1.6, 0.3, -1.7], [0.4, 1.4, 0.7], [0.0, 0.5, -0.3], [-0.9, 1.3, -1.2], [0.3, -0.1, 1.8], [0.1, -1.0, 0.4], [0.0, 0.1, -1.0], [3.0, -2.2, 2.5], [-1.7, 1.6, -2.1], [-0.2, -0.9, -2.4], [2.0, -1.2, 3.9], [-1.2, 0.3, -0.6]]
}